(1)
Entry from the Open Molecules 2025 dataset: a structure of composition C23H42Cl3N2O4SiSm at a distorted geometry (ωB97M-V/def2-TZVPD).

Output
<S²> = 8.757
HOMO (alpha / beta) = -6.66 / -6.67 eV
Energy above the lowest of the compared OMol25 structures with the same formula, charge and spin = 139.92 kJ/mol
2S+1 = 6

Atoms and positions in Å:
C  1.70833  -1.25395  -3.67769
C  1.24824  0.11978  -3.33532
H  1.76663  -1.37887  -4.76017
H  1.04232  -2.01952  -3.25025
H  2.70316  -1.42061  -3.24161
C  0.61898  0.96139  -4.17982
C  0.31770  0.63719  -5.59608
H  0.34233  1.96097  -3.85025
H  0.05591  -0.42030  -5.73719
H  1.17096  0.87381  -6.24816
H  -0.52492  1.25396  -5.92937
Sm  0.16929  -1.07602  1.60061
Cl  2.80574  -1.18326  1.47621
Cl  -1.52073  -2.90429  2.52559
C  1.07799  2.26542  1.84554
O  0.30097  1.28486  1.71103
N  0.64730  3.51476  2.02777
C  -0.77577  3.80800  2.09642
C  1.56302  4.64228  2.13887
H  2.17272  2.13212  1.81067
H  -1.34057  2.86666  2.08920
H  -1.08172  4.42658  1.23740
H  -0.98623  4.37291  3.01593
H  2.58991  4.28793  1.99580
H  1.47223  5.11212  3.12739
H  1.33767  5.40116  1.37881
H  -1.43782  -1.24646  -2.26496
H  -2.47297  1.43750  -3.08848
C  -2.43139  -1.17722  -1.79345
C  -3.24963  1.08474  -2.39195
N  -2.68851  0.19261  -1.38370
H  -2.46296  -1.84184  -0.92087
C  -2.46296  0.59582  -0.11890
O  -1.95999  -0.13393  0.76756
H  -3.70814  1.95245  -1.90532
H  -2.77171  1.64446  0.07573
H  -3.19468  -1.46606  -2.52756
H  -4.00376  0.54106  -2.97485
O  0.44894  -0.39883  -1.36857
C  1.36744  0.45191  -1.85521
C  -0.11148  2.49173  -1.47829
C  1.16457  1.94068  -1.51136
H  -0.95937  1.80707  -1.54023
C  -0.27985  3.87287  -1.41555
H  2.38388  0.16692  -1.50872
C  2.28526  2.75996  -1.38413
H  -1.28738  4.29101  -1.40219
C  0.84112  4.70829  -1.38412
C  2.12424  4.15123  -1.35624
H  3.26941  2.28578  -1.34520
H  0.71769  5.79300  -1.36807
H  3.00965  4.79395  -1.30931
Si  0.47926  -4.78747  0.37260
Cl  0.35737  -2.78366  -0.46104
C  -1.23693  -5.48874  0.65781
C  1.48685  -4.69990  1.95050
C  1.33048  -5.88488  -0.87660
H  -2.01957  -4.78118  0.37056
H  -1.39308  -5.74299  1.71308
H  -1.37784  -6.41245  0.08249
H  0.66711  -6.10343  -1.72589
H  1.60766  -6.85458  -0.43547
H  2.25217  -5.42611  -1.25753
H  1.40511  -3.75119  2.49466
H  2.55095  -4.85580  1.72762
H  1.17351  -5.49652  2.63956
C  -0.25581  -1.33020  6.01215
C  -0.40844  -0.64267  4.70758
C  -1.63107  0.18776  4.46655
O  0.48154  -0.79037  3.84322
H  -0.77102  -0.76116  6.78882
H  0.80999  -1.44497  6.24761
H  -0.71104  -2.32985  5.92813
H  -1.37534  1.25115  4.58223
H  -2.03379  0.04097  3.45372
H  -2.39911  -0.07550  5.20035

Mulliken population analysis, charges in e, atoms 1 to 6: number 1, C, carries -1.616; number 2, C, carries 0.345; number 3, H, carries 0.497; number 4, H, carries 0.100; number 5, H, carries 0.311; number 6, C, carries 0.326


(2)
Entry from the Open Molecules 2025 dataset: a structure of composition C23H42N3OP2Ti at a distorted geometry (ωB97M-V/def2-TZVPD).

Output
Total charge = +3
HOMO = -19.21 eV

Atoms and positions in Å:
Ti  0.20996  -0.21161  0.42919
P  0.14355  -2.21169  -1.08754
P  0.26254  2.29672  0.75740
N  1.38634  0.48537  -1.33372
C  1.70826  -1.88716  -2.00684
H  2.42218  -2.69216  -1.78311
H  1.48267  -1.94477  -3.08384
C  2.37903  -0.55134  -1.69358
H  3.09043  -0.62309  -0.85640
H  2.94594  -0.19638  -2.57133
C  1.97420  1.88837  -1.40594
H  1.41141  2.45916  -2.16793
H  3.00568  1.80583  -1.77246
C  1.93682  2.53967  -0.03880
H  2.17475  3.60909  -0.12820
H  2.69233  2.07816  0.61998
C  0.44540  3.07102  2.45512
C  0.91811  1.96218  3.38035
H  1.92839  1.61723  3.11979
H  0.23834  1.10626  3.33297
H  0.91105  2.28718  4.43211
C  -0.75289  3.50124  -0.20288
C  -2.24292  3.33186  0.15281
H  -2.83620  3.46322  -0.76195
H  -2.55898  4.09598  0.87340
H  -2.48982  2.33807  0.55564
C  -1.15596  -2.54252  -2.38440
C  -2.46910  -3.07734  -1.78997
H  -3.25539  -2.95375  -2.54973
H  -2.79157  -2.52654  -0.89492
H  -2.40794  -4.14961  -1.56001
C  0.43028  -3.78595  -0.14858
C  -0.73994  -4.05245  0.80633
H  -0.38994  -4.70152  1.62144
H  -1.56453  -4.56618  0.29385
H  -1.13739  -3.13888  1.27395
C  -1.72959  -0.08525  0.43824
C  -0.23720  4.95023  -0.06644
H  0.59776  5.06702  0.63944
H  0.10702  5.30938  -1.04630
H  -1.05395  5.61013  0.25325
C  -0.68968  -3.36241  -3.60964
H  -1.47090  -4.08075  -3.89545
H  -0.54348  -2.69212  -4.46763
H  0.24401  -3.92242  -3.45552
C  0.74573  -5.01776  -1.00212
H  0.97622  -5.85025  -0.32192
H  -0.10909  -5.32369  -1.62056
H  1.62209  -4.87029  -1.64243
C  -0.77344  3.79824  3.03736
H  -1.69113  3.19040  2.98895
H  -0.56382  3.98669  4.09989
H  -0.94484  4.76166  2.53712
H  1.26280  3.79593  2.32282
H  1.32696  -3.54480  0.45113
H  -0.61412  3.17199  -1.24480
H  -1.35790  -1.51277  -2.72882
O  -2.91149  -0.08771  0.67214
H  0.66654  0.48478  -2.07356
H  -0.88040  0.25003  -0.78750
N  0.23861  0.15326  7.57516
C  0.27782  -0.33864  6.52506
C  0.26912  -0.86227  5.18656
C  1.45709  -1.11132  4.47385
C  1.41144  -1.25962  3.09585
N  0.22914  -1.07887  2.40867
C  -0.91928  -1.27009  3.14008
C  -0.94122  -1.13510  4.52033
H  2.41333  -1.15571  4.98699
H  2.27248  -1.47761  2.46143
H  -1.83563  -1.50369  2.59112
H  -1.87296  -1.22166  5.09226

Mulliken population analysis, charges in e, atoms 1 to 6: number 1, Ti, carries -1.453; number 2, P, carries 1.106; number 3, P, carries 0.460; number 4, N, carries 0.046; number 5, C, carries -0.884; number 6, H, carries 0.399


(3)
Entry from the Open Molecules 2025 dataset: a structure of composition C23H43BCl2CuF4N3O4Si at a distorted geometry (ωB97M-V/def2-TZVPD).

Output
Total charge = -1
<S²> = 0.753
HOMO (alpha / beta) = -5.62 / -5.85 eV
Energy above the lowest of the compared OMol25 structures with the same formula, charge and spin = 203.68 kJ/mol
2S+1 = 2

Atoms and positions in Å:
C  -2.13753  -0.15480  -5.10405
C  -1.37031  -1.01649  -4.14161
H  -1.45145  0.33267  -5.79995
H  -2.73828  0.58609  -4.57597
H  -2.80791  -0.79790  -5.64231
C  -0.29012  -1.74782  -4.54954
C  -0.20518  -2.45694  -5.81625
H  0.62555  -1.80588  -3.94552
H  0.19758  -1.93219  -6.69268
H  -1.18535  -2.85120  -6.08723
H  0.41994  -3.32277  -5.62301
Cu  -1.41779  1.38967  2.27786
Cl  -3.12764  2.60218  2.66047
C  -0.95515  -1.16569  2.80673
O  -0.24376  -0.19567  2.46387
N  -0.37169  -2.28265  3.20076
C  1.10879  -2.20992  3.29626
C  -1.12896  -3.37261  3.86246
H  -2.08343  -1.09889  2.90329
H  1.48670  -1.92913  2.32578
H  1.46233  -3.20605  3.57328
H  1.35077  -1.46756  4.02904
H  -2.00169  -3.61032  3.25713
H  -1.45877  -3.03757  4.83467
H  -0.48727  -4.23760  3.94497
H  1.70532  1.99367  5.17142
H  -0.79022  2.68236  6.58825
C  1.64633  3.08264  5.05529
C  -0.60724  3.64533  6.10194
N  0.23759  3.45972  4.92435
H  2.11483  3.36825  4.11940
C  -0.26663  3.35086  3.70381
O  0.18618  2.59343  2.80383
H  -1.56055  4.07450  5.79652
H  -1.17379  3.95422  3.47800
H  2.01344  3.66201  5.90917
H  -0.07226  4.30176  6.76354
H  2.43497  0.98615  -3.36416
H  2.54383  -2.05820  -3.79414
C  3.30280  0.52976  -2.82670
C  3.21999  -1.93601  -2.92633
N  2.90078  -0.71600  -2.15702
H  3.65547  1.21194  -2.04241
C  2.98443  -0.73688  -0.78348
O  3.10820  0.24509  -0.06976
H  3.16645  -2.83049  -2.28703
H  2.86083  -1.73730  -0.38228
H  4.09960  0.31495  -3.56181
H  4.24632  -1.84927  -3.32850
O  -0.54285  0.51265  -2.67304
C  -1.51625  -0.55139  -2.69290
C  0.16948  -1.90075  -1.33532
C  -1.18274  -1.56245  -1.60538
H  0.92661  -1.26364  -1.79224
C  0.46994  -2.96830  -0.48674
H  -2.56143  -0.23785  -2.49780
C  -2.17759  -2.30896  -0.97630
H  1.51032  -3.24091  -0.31842
C  -0.54650  -3.72487  0.07304
C  -1.85005  -3.32833  -0.09302
H  -3.25668  -2.02814  -1.15869
H  -0.29755  -4.64999  0.59671
H  -2.62414  -3.89756  0.44116
Si  -0.39239  2.07746  -2.66748
Cl  -1.88648  0.92266  0.34848
C  1.11427  2.63863  -1.71188
C  -1.81246  3.23707  -2.02724
C  -0.40747  2.61216  -4.47835
H  1.63572  1.88394  -1.13188
H  0.84595  3.46710  -1.05563
H  1.82065  2.99622  -2.45692
H  0.23438  1.91687  -5.03962
H  -0.09815  3.65812  -4.47261
H  -1.44482  2.51003  -4.85302
H  -1.50376  3.59979  -1.04320
H  -2.80574  2.78867  -1.88185
H  -1.90032  4.10931  -2.70796
F  -1.66596  0.47930  5.03021
B  -0.62078  0.02065  5.87670
F  -0.63056  0.76445  7.07599
F  -0.78505  -1.35076  6.15614
F  0.63635  0.21539  5.20874

Mulliken population analysis, charges in e, atoms 1 to 6: number 1, C, carries -2.107; number 2, C, carries 0.891; number 3, H, carries 0.274; number 4, H, carries 0.419; number 5, H, carries 0.599; number 6, C, carries 0.965


no.,E_tot (a.u.)
1,-3640.3135
2,-2672.2149
3,-4642.4610